Entry 1:
This record from OMol25 describes a structure of composition C37H44N4NiO2 at a distorted geometry. The level of theory is the ωB97M-V functional and the def2-TZVPD basis.

```
88
C37H44N4NiO2, DFT the ωB97M-V functional and the def2-TZVPD basis
H -6.5823 2.8644 20.2616
H -7.7740 -1.2503 12.9913
Ni -7.8761 4.0497 15.2998
C -7.4151 -0.9937 18.2342
H -3.1746 6.6507 13.6684
H -6.6952 0.9173 12.8892
C -7.6492 -1.2181 14.0923
H -7.2072 -1.8091 16.2226
C -11.0270 5.0104 12.8787
C -7.7656 0.2392 16.1712
C -9.3722 6.0932 19.6367
C -10.1095 2.3153 16.0056
C -11.3369 6.5456 18.2948
C -7.9280 1.3772 18.3581
H -7.4476 6.3733 16.3091
C -7.5513 0.2033 18.9813
H -12.3926 6.7862 18.1654
H -8.7428 6.5789 15.3136
C -6.0650 5.0148 13.0066
C -9.1981 6.0563 17.2401
H -7.7262 1.9067 21.0513
H -7.9786 3.6779 21.0288
H -7.9617 3.6585 9.0349
H -12.5914 2.6745 14.7767
C -11.8353 3.2909 14.3816
C -8.5976 5.8847 18.5050
C -3.8801 6.1395 11.7293
H -6.0477 5.2222 15.5550
C -10.5213 3.1224 14.8481
H -6.6079 4.6663 8.7831
C -5.7682 4.6643 11.6372
C -9.9317 2.2416 19.6060
H -8.9904 5.9195 20.6266
N -8.3764 5.9793 16.0732
C -7.4672 -0.9298 16.8537
H -3.1051 6.6347 11.1931
H -6.6976 -1.6462 14.3533
H -10.3000 3.0316 20.2434
C -4.0696 4.5183 15.9017
C -6.6023 3.6956 10.7717
C -6.6500 1.0942 13.9909
H -4.5322 5.1427 9.9159
H -6.8627 2.1728 14.1322
H -5.6535 0.8359 14.4021
H -7.5494 5.6059 18.6171
C -9.7193 4.7999 13.3647
O -10.9295 1.5261 16.4998
H -11.1561 5.7144 12.0765
C -7.7505 0.2084 14.6458
H -6.4499 1.7671 9.8138
C -5.0204 5.5618 13.7710
H -13.0716 4.3729 12.9621
H -4.0992 4.5516 16.9815
H -7.3931 3.2714 11.4162
O -8.3918 6.3297 12.1087
C -7.3076 4.3725 9.5347
H -11.2722 6.6819 20.4834
H -9.9226 1.3085 20.1742
N -8.7588 2.4844 16.2849
C -5.0198 5.5439 15.2710
H -7.3825 0.1788 20.1046
H -4.8935 6.9143 16.9959
H -11.0785 6.4604 16.1596
C -10.5429 6.3394 17.1113
H -8.4328 3.4608 18.5722
H -5.0974 2.0372 10.8789
H -4.3084 3.5077 15.5872
H -7.0927 -1.9312 18.6932
H -10.5324 2.1160 18.7264
C -4.7275 5.3285 11.0029
C -12.0782 4.2624 13.3887
H -8.7445 0.6753 14.3730
H -5.1816 2.9719 9.3846
H -3.6662 7.2051 15.8312
C -8.4486 2.5551 19.2000
C -5.7539 2.5273 10.2100
C -8.4259 5.3994 12.9123
C -3.9724 6.1518 13.1323
C -10.7554 6.4465 19.5466
N -9.5728 3.8615 14.2986
C -7.6254 2.7838 20.4489
H -8.4795 -1.8383 14.4692
N -7.3444 4.7527 13.4941
H -3.0095 4.7348 15.5777
H -7.9627 5.2226 9.8025
C -4.7278 6.9171 15.9157
H -5.2905 7.6951 15.4846
C -8.1279 1.4002 16.9387
```

## Properties
- LUMO energy (spin up / spin down) (eV) = -0.220 / -0.567
- frontier orbital gap (spin up / spin down) (eV) = 7.59 / 7.21
- total charge = 0
- 2S+1 = 3
- ⟨S²⟩ = 2.007

Entry 2:
This record from OMol25 describes a structure of composition C5H20FN10NiO5 at a distorted geometry. The level of theory is the ωB97M-V functional and the def2-TZVPD basis.

```
42
C5H20FN10NiO5, DFT the ωB97M-V functional and the def2-TZVPD basis
N 22.0712 -7.6445 -6.1597
H 16.9575 -3.0401 -2.0906
O 22.0082 -5.3961 -6.5344
N 17.2956 -6.7102 -3.4170
O 22.0808 -9.8822 -3.2077
H 24.0828 -7.6989 -6.9064
H 20.4054 -7.6477 -1.9018
N 19.3091 -9.3116 -5.6905
O 18.8842 -8.4354 -7.6922
H 22.2444 -10.2580 -0.8422
C 22.5122 -6.5431 -6.6315
H 21.1867 -7.6255 -5.6724
C 18.3827 -3.2780 -3.4878
H 19.0676 -9.9962 -4.9883
H 19.1842 -1.5252 -4.0984
C 16.4316 -6.4034 -4.3350
N 18.4973 -10.5597 -7.2247
N 21.5896 -9.5321 -1.0961
H 17.0790 -6.9574 -2.4620
F 19.7809 -6.6119 -4.8264
C 19.0121 -9.4079 -6.9731
N 23.7312 -6.7549 -6.9802
H 18.2336 -1.4428 -2.6335
N 21.0786 -8.0603 -2.5316
Ni 20.3687 -4.8694 -5.5275
H 16.7388 -4.3197 -3.3040
N 18.6618 -1.9878 -3.3682
H 19.6368 -8.4041 -5.3917
O 15.2229 -6.0932 -4.1692
C 21.5284 -9.2045 -2.3547
H 21.3268 -8.8353 -0.4139
H 18.4356 -11.3594 -6.6109
H 22.6070 -8.4978 -6.2295
H 18.1533 -6.9321 -3.9018
O 19.0040 -4.0237 -4.2356
H 16.4796 -6.4072 -6.2991
N 17.2545 -3.5438 -2.9141
H 24.1316 -5.9142 -7.3714
H 21.1495 -7.6861 -3.4670
H 18.0563 -10.7090 -8.1209
N 17.0553 -6.5409 -5.4800
H 18.0055 -6.8830 -5.4682
```

## Properties
- LUMO energy (spin up / spin down) (eV) = -6.672 / -11.536
- frontier orbital gap (spin up / spin down) (eV) = 7.71 / 2.84
- total charge = +2
- 2S+1 = 4
- ⟨S²⟩ = 3.757

Entry 3:
This record from OMol25 describes a structure of composition C33H31Cl5N11NaO6. The level of theory is the ωB97M-V functional and the def2-TZVPD basis.

```
87
C33H31Cl5N11NaO6, DFT the ωB97M-V functional and the def2-TZVPD basis
C -1.8417 -0.0212 -4.0858
O -1.1524 -2.7006 0.3049
H -1.7398 1.6485 -0.0675
C -1.7032 3.3673 -4.9135
H 2.5767 2.7254 -1.8817
N -2.3472 1.1581 -3.8809
H 3.3511 -0.4970 -4.4423
C 2.6560 1.6764 3.3680
N 1.3761 -2.0844 -0.1436
N -0.8814 -0.0664 -5.0429
H 2.6235 -2.1190 -4.6133
C -0.6830 1.2360 -5.4557
Cl -5.4740 -2.6839 0.2766
H 0.9403 5.4201 4.0067
H 3.4363 2.1629 3.9444
C 2.6176 0.2990 3.2272
H -0.6578 4.2666 5.2567
N 0.6731 0.4521 1.8498
H 3.8414 -3.5724 0.0655
N 1.8774 2.9657 -1.1843
Na -0.4606 -1.1345 -1.0703
H 1.7801 -0.6747 -5.2185
C -0.5894 -3.9223 2.2595
O 0.9294 3.2024 5.9092
C 0.7025 1.7674 2.0016
C 0.2228 1.8253 -6.3279
Cl -5.8105 -2.8174 3.3740
O 0.5193 -1.4539 -3.0102
H -3.2695 -4.2906 4.3107
C -4.0318 -0.7669 3.4770
C -2.9830 0.2596 1.5072
H 0.9828 1.2450 -6.8371
H 3.3642 -0.3343 3.6899
H -1.6506 -5.7326 5.5204
C -1.8827 -3.7879 2.7555
H -2.4222 3.9499 -4.3499
H 1.7765 3.9465 -0.9801
N -0.4120 2.9086 -0.9330
H 0.6476 -6.0030 4.6398
C 0.3190 -4.7234 2.9493
H 3.7409 -1.4662 -2.2928
H -2.5706 -3.1590 2.1980
H -0.2128 -0.8188 -5.0633
C 0.1388 3.1970 -6.4866
C -0.2173 -3.1475 1.0109
H 3.8372 -3.6586 -1.7050
H 1.5633 -1.3431 2.2925
C -1.3558 -5.2280 4.6066
N 0.6167 1.0987 -1.9375
H 2.5397 -4.4225 -0.7405
N 1.0897 -3.0259 0.8339
N 1.8389 0.6373 -2.5346
C 1.7124 -0.9889 -3.0672
N -1.6836 2.3419 -0.8175
Cl -3.5104 -0.6443 -1.0120
C 0.7157 2.2719 -1.3830
H 1.3253 -4.8112 2.5615
O 2.4828 1.4766 -3.2702
H -0.3459 2.7959 4.3277
H -0.0993 2.3196 1.5218
C 1.6688 2.4338 2.7463
C -3.7123 -0.6426 0.7611
O 2.3329 4.6647 2.1835
C -4.5930 -1.5821 1.2813
H 1.3745 2.3962 5.6257
N 0.8386 4.4290 3.8561
C -4.7464 -1.6425 2.6676
C 2.4212 -1.0609 -4.4246
H 0.8417 3.6974 -7.1420
C 1.6607 3.9273 2.8848
C -2.2637 -4.4267 3.9274
C -3.1908 0.1564 2.8597
O 2.7057 0.0824 -1.3868
C 0.1215 3.6414 4.8284
Cl -4.2102 -0.8669 5.2052
C -0.8139 3.9577 -5.7946
C 3.2017 -3.5599 -0.8226
H -1.9573 1.9262 -1.7015
C 2.3919 -2.2959 -0.8785
C -1.6308 1.9881 -4.7384
Cl -2.3492 1.2998 3.9619
C 2.7417 -1.2369 -1.8874
H -0.8373 5.0317 -5.9384
C -0.0650 -5.3784 4.1110
C 1.6094 -0.2707 2.4559
H -0.2837 3.7388 -0.3887
H -2.0834 -0.9286 -3.5505
```

## Properties
- LUMO energy (eV) = 3.741
- frontier orbital gap (eV) = 6.26
- total charge = -2
- 2S+1 = 1

Entry 4:
This record from OMol25 describes the molecule C5H10N2S at a distorted geometry. The level of theory is the ωB97M-V functional and the def2-TZVPD basis.

```
18
C5H10N2S, DFT the ωB97M-V functional and the def2-TZVPD basis
N 0.1447 2.4057 0.4999
H 1.4917 0.7344 1.7463
H -1.7781 -0.9322 0.4960
H -0.9137 -2.4873 0.3643
H 1.1768 0.7822 -1.2214
C -0.8131 -1.4605 0.3352
H -1.3121 0.7608 0.6338
N 0.2961 -1.2220 1.5123
S -0.9810 -0.9818 -2.5139
C 0.7100 0.1562 1.1339
C -0.3112 1.0397 0.5271
H -0.3329 2.9001 -0.3299
H 0.7781 -1.6187 -1.1306
C -0.0339 -1.0122 -0.8795
C 0.4738 0.2709 -0.4559
H -0.0419 -0.4625 -3.3525
H 0.0904 2.8866 1.4390
H 1.3563 -1.7595 1.1959
```

## Properties
- LUMO energy (eV) = 0.831
- frontier orbital gap (eV) = 9.38
- total charge = 0
- 2S+1 = 1

Entry 5:
This record from OMol25 describes a cluster of 2 separate species, C2H7N2O in total at a distorted geometry. The level of theory is the ωB97M-V functional and the def2-TZVPD basis.

```
12
C2H7N2O, DFT the ωB97M-V functional and the def2-TZVPD basis
N -0.4146 1.5099 -2.1621
O 0.6323 0.3127 -0.5478
H 0.7331 0.4957 1.8954
C -0.3080 0.4414 -1.3627
N 0.6644 -1.5336 1.7253
H -0.9143 -0.4211 -1.4566
H -0.9966 -0.4240 2.3290
H 0.2706 2.0585 -2.7083
H -0.0728 -2.1976 1.4851
H -1.2513 1.8830 -2.4706
H 1.6275 -1.6925 1.3841
C 0.0296 -0.4325 1.8892
```

## Properties
- LUMO energy (spin up / spin down) (eV) = -9.956 / -14.135
- frontier orbital gap (spin up / spin down) (eV) = 11.97 / 7.52
- total charge = +2
- 2S+1 = 2
- ⟨S²⟩ = 0.755

Entry 6:
This record from OMol25 describes the molecule C2H3NS3. The level of theory is the ωB97M-V functional and the def2-TZVPD basis.

```
9
C2H3NS3, DFT the ωB97M-V functional and the def2-TZVPD basis
H -1.2735 2.7188 -0.4440
C -0.5176 1.9348 -0.4561
N 0.2527 -0.5116 0.1266
S 0.9724 2.1447 -1.0950
H -0.8256 -1.8864 1.0503
C 0.1203 -1.7657 0.5393
H 1.0950 -0.2773 -0.3866
S -1.1029 0.5177 0.2800
S 1.2791 -2.8749 0.3855
```

## Properties
- LUMO energy (eV) = -0.769
- frontier orbital gap (eV) = 8.10
- total charge = 0
- 2S+1 = 1

Relative energy (zero: lowest compared OMol25 entry of this formula, charge and spin): 0.000 0.000 0.000 3.792 2.097 0.998 (eV)